Entry 1:
{"formula": "C10H8NO3", "method": "the ωB97M-V functional and the def2-TZVPD basis", "homo_ev": -3.49, "total_charge": -1, "relative_energy_ev": 0.505, "molar_mass_g_mol": 190.2, "smiles": "O=C1Cc2ccccc2NC([O-])=C1O", "orbital_gap_ev": 7.0, "symbols": ["H", "C", "N", "C", "H", "C", "C", "H", "C", "C", "O", "C", "H", "H", "O", "H", "H", "C", "O", "C", "H", "C"], "xyz": [[-3.830, -0.677, -1.549], [2.800, 1.029, -0.229], [-0.721, 1.243, 0.917], [-2.314, -0.105, -0.395], [-1.003, -0.883, 1.514], [0.599, -0.621, 0.303], [0.481, 0.769, 0.450], [1.922, -2.242, -0.317], [1.805, -1.100, -0.150], [-1.662, -1.296, -0.545], [-2.791, 1.998, 0.701], [2.929, -0.363, -0.393], [-0.753, 2.247, 1.049], [3.652, 1.724, -0.500], [-1.816, -2.265, -1.308], [3.782, -1.055, -0.750], [-0.197, -2.565, 0.804], [-2.086, 1.062, 0.381], [-3.455, 0.183, -1.215], [1.618, 1.596, 0.220], [1.558, 2.743, 0.320], [-0.517, -1.420, 0.692]]}

Entry 2:
{"formula": "C16H32AuCl2OP3", "method": "the ωB97M-V functional and the def2-TZVPD basis", "spin_multiplicity": 3, "homo_ev": [-13.53, -14.71], "total_charge": 2, "relative_energy_ev": 2.209, "molar_mass_g_mol": 601.2, "orbital_gap_ev": [5.0, 6.4], "s2": 2.024, "symbols": ["H", "H", "H", "C", "H", "H", "C", "C", "C", "Cl", "C", "H", "H", "H", "H", "H", "C", "H", "P", "P", "Cl", "H", "C", "H", "H", "P", "H", "H", "H", "Au", "H", "H", "C", "H", "C", "C", "H", "C", "O", "H", "H", "C", "C", "H", "H", "H", "C", "H", "H", "H", "C", "C", "H", "H", "H"], "xyz": [[4.522, 1.212, 3.166], [-2.099, -3.427, -1.804], [-0.812, -4.331, 2.006], [-1.311, -1.801, 2.957], [-2.099, 2.126, -1.600], [-1.702, 2.612, -3.264], [-2.576, -2.529, -2.194], [-1.285, 2.465, -2.248], [3.028, 1.024, 4.755], [1.705, -2.299, -1.243], [-2.617, -1.450, -1.229], [-0.345, 1.063, 4.286], [2.877, 1.287, 1.373], [2.432, 1.283, -2.367], [-0.925, 3.444, -1.894], [0.263, -4.206, 0.567], [2.484, 1.270, 2.470], [-1.927, -2.260, -3.039], [-0.101, 1.389, 1.271], [-0.116, -2.054, 1.578], [2.866, 0.488, 0.034], [1.178, 3.046, 0.084], [-0.575, -3.759, 1.106], [1.444, -3.242, 2.987], [-3.492, -2.902, -2.648], [0.038, 1.200, -2.207], [-1.458, -2.734, 3.513], [1.332, 1.007, 6.095], [1.617, -1.458, 3.177], [0.037, -0.780, -0.555], [-1.986, 2.314, 2.647], [1.746, 2.551, -3.438], [-0.185, 0.375, -3.828], [0.401, 3.817, 1.441], [-1.788, 1.481, 1.978], [1.654, 2.053, -2.461], [1.834, 2.787, -1.662], [0.712, 1.107, 4.028], [-3.099, -0.580, -0.605], [3.762, 0.881, 5.542], [2.265, -2.262, 1.729], [1.461, -2.274, 2.465], [3.455, 1.167, 3.452], [-1.454, -3.729, 0.470], [-2.278, -1.506, 2.539], [-0.347, 1.126, -4.599], [1.667, 1.035, 5.063], [-2.515, 1.532, 1.170], [-2.040, 0.578, 2.519], [-0.954, -1.040, 3.653], [1.100, 1.276, 2.704], [0.247, 3.055, 0.661], [0.709, -0.207, -4.038], [-1.057, -0.281, -3.782], [-0.528, 3.448, 0.005]]}

Entry 3:
{"formula": "C22H31N3O5", "method": "the ωB97M-V functional and the def2-TZVPD basis", "homo_ev": -7.82, "relative_energy_ev": 19.505, "molar_mass_g_mol": 417.5, "orbital_gap_ev": 8.4, "symbols": ["H", "H", "H", "C", "H", "C", "H", "O", "C", "H", "C", "C", "H", "O", "H", "N", "H", "C", "H", "N", "H", "H", "H", "C", "O", "C", "C", "H", "C", "C", "H", "H", "C", "C", "C", "N", "H", "H", "H", "H", "H", "O", "H", "H", "C", "H", "H", "O", "H", "C", "C", "C", "C", "H", "C", "H", "H", "H", "C", "C", "H"], "xyz": [[4.456, -3.301, -0.709], [1.299, -0.698, 0.277], [-0.174, 5.079, 2.361], [-0.109, 2.031, -0.339], [4.687, -1.775, 0.111], [3.328, 1.432, -1.879], [-0.948, -0.435, 1.154], [2.396, -4.265, -0.592], [-1.976, 1.390, -1.259], [3.387, 0.572, -1.981], [-4.004, 0.244, -1.491], [4.361, -3.481, 1.546], [-5.286, 0.316, -1.625], [-1.408, 0.790, -2.131], [-2.559, -2.145, 1.246], [-2.557, -1.352, -0.696], [5.318, -3.733, 1.863], [-3.428, 1.656, -1.684], [-2.368, -4.000, -0.503], [0.766, -2.605, -0.646], [-2.128, -1.538, -1.456], [-4.052, 2.250, -0.968], [-0.005, -4.264, -1.137], [-0.344, -3.294, -0.918], [-0.490, 2.386, 2.222], [-0.779, -1.498, 0.958], [2.083, -3.117, -0.381], [-1.288, -3.940, 0.751], [-2.256, 2.767, 0.581], [-1.384, 3.340, 1.778], [-2.114, 3.224, 2.839], [-3.626, 2.304, -2.508], [0.431, -1.297, -0.202], [-3.494, -0.511, -0.204], [2.537, 1.608, 0.458], [-1.423, 2.110, -0.170], [-1.882, 5.302, 1.408], [-0.192, 4.738, 0.628], [2.066, 2.029, 2.747], [0.077, -0.767, -0.920], [-0.144, -1.672, 1.788], [3.028, -2.075, -0.091], [2.965, 1.866, -2.814], [3.723, 1.302, 0.968], [-0.938, 4.700, 1.554], [4.210, 1.890, -1.810], [3.692, -4.442, 1.445], [-3.879, -0.076, 0.868], [-0.834, -2.990, -1.774], [0.846, 1.993, -1.095], [-1.986, -2.139, 0.503], [2.384, 1.853, -0.769], [1.842, 1.874, 1.653], [-3.777, -0.361, -2.371], [0.433, 2.191, 1.334], [-2.913, 1.847, 1.402], [-2.932, 3.465, 0.372], [0.612, 2.094, -2.044], [4.130, -2.609, 0.168], [-1.522, -3.482, -0.060], [4.139, -2.780, 2.243]]}